1.
Below is a structure of composition C36H42AsGeO2PtS2, with properties calculated with ωB97M-V/def2-TZVPD.

Each line ends with the Mulliken spin population.
Cartesian coordinates (Å):
Pt1 -0.53 0.30 -0.22  0.6599
O1 -1.30 -0.70 1.58  0.1163
S1 -0.91 -0.75 3.06  0.0328
C1 -0.99 0.92 3.73  -0.0044
C2 -2.39 1.53 3.62  0.0041
C3 -2.67 2.28 2.31  0.0016
C4 -1.74 3.49 2.09  -0.0001
S2 -0.76 3.28 0.60  0.0046
O2 0.07 2.01 0.91  0.0376
C5 0.38 4.61 0.74  0.0015
C6 0.27 5.65 -0.18  0.0007
C7 1.15 6.72 -0.09  -0.0003
C8 2.12 6.73 0.90  0.0002
C9 2.23 5.68 1.80  0.0001
C10 1.36 4.61 1.73  0.0013
C11 0.83 -1.04 3.18  0.0085
C12 1.21 -2.25 3.74  -0.0033
C13 2.56 -2.55 3.86  0.0006
C14 3.51 -1.64 3.42  -0.0014
C15 3.13 -0.44 2.84  0.0005
C16 1.78 -0.13 2.71  -0.0052
H1 -0.23 1.53 3.24  0.0023
H2 -0.70 0.78 4.77  -0.0012
H3 -2.51 2.23 4.45  0.0005
H4 -3.15 0.76 3.77  -0.0010
H5 -3.70 2.63 2.33  0.0000
H6 -2.60 1.58 1.47  0.0002
H7 -1.04 3.65 2.91  0.0011
H8 -2.29 4.42 1.94  -0.0003
H9 -0.49 5.62 -0.95  -0.0001
H10 1.08 7.54 -0.79  0.0000
H11 2.81 7.56 0.96  0.0001
H12 3.00 5.70 2.57  0.0000
H13 1.45 3.78 2.42  -0.0005
H14 0.46 -2.95 4.10  -0.0009
H15 2.87 -3.49 4.31  0.0001
H16 4.56 -1.88 3.52  0.0000
H17 3.87 0.26 2.48  0.0000
H18 1.49 0.80 2.25  0.0040
C17 1.90 -2.35 -0.06  -0.0069
Ge1 1.67 -0.64 -0.94  0.0671
C18 3.09 0.57 -0.39  -0.0195
C19 3.03 1.95 -0.23  0.0178
C20 4.16 2.67 0.12  -0.0011
C21 5.37 2.03 0.32  0.0018
C22 5.45 0.65 0.17  -0.0007
C23 4.32 -0.07 -0.18  0.0011
C24 1.45 -0.79 -2.86  0.0507
C25 1.68 -2.00 -3.46  0.0090
C26 1.56 -2.17 -4.86  0.0015
C27 1.18 -1.11 -5.63  0.0015
C28 0.91 0.16 -5.05  -0.0123
C29 0.47 1.25 -5.84  0.0064
C30 0.17 2.46 -5.28  0.0006
C31 0.33 2.63 -3.89  0.0331
C32 0.77 1.60 -3.10  -0.0142
C33 1.06 0.33 -3.66  -0.0817
H19 2.79 -2.83 -0.46  -0.0012
H20 1.06 -3.02 -0.20  0.0002
H21 2.06 -2.19 1.01  0.0039
H22 2.10 2.48 -0.39  -0.0059
H23 4.09 3.75 0.24  -0.0001
H24 6.25 2.59 0.60  0.0002
H25 6.39 0.14 0.31  0.0000
H26 4.41 -1.15 -0.29  0.0001
H27 1.98 -2.86 -2.86  0.0011
H28 1.76 -3.13 -5.30  0.0002
H29 1.07 -1.22 -6.70  -0.0001
H30 0.36 1.10 -6.91  0.0002
H31 -0.16 3.28 -5.89  0.0000
H32 0.13 3.60 -3.45  0.0031
H33 0.94 1.78 -2.04  0.0454
C34 -1.95 -1.01 -3.37  0.0041
As1 -1.74 -1.31 -1.48  0.0373
C35 -1.36 -3.19 -1.30  -0.0042
C36 -3.53 -1.12 -0.77  -0.0011
H34 -2.86 -1.52 -3.68  0.0001
H35 -1.10 -1.42 -3.91  0.0012
H36 -2.04 0.05 -3.57  0.0020
H37 -2.20 -3.73 -1.74  0.0003
H38 -1.27 -3.44 -0.25  0.0009
H39 -0.45 -3.43 -1.84  -0.0006
H40 -4.18 -1.83 -1.28  -0.0001
H41 -3.89 -0.11 -0.96  -0.0017
H42 -3.51 -1.32 0.29  0.0010

Properties
Orbital gap (alpha / beta), hartree: 0.2578 / 0.2255
Charge: +2
Spin multiplicity: 2
Relative energy (zero: lowest compared OMol25 entry of this formula, charge and spin), eV: 0.000
HOMO energy (alpha / beta), eV: -13.123 / -13.104

***

2.
Below is a structure of composition C36H42BN13S3V in a non-equilibrium geometry, with properties calculated with ωB97M-V/def2-TZVPD.

Each line ends with the Mulliken spin population.
Cartesian coordinates (Å):
V1 -1.19 -1.29 0.45  2.8696
C1 2.08 -1.86 3.58  -0.0054
N1 1.63 -2.99 2.78  0.0047
C2 0.38 -3.59 3.22  0.0003
C3 -0.84 -2.70 3.38  0.0232
N2 -1.44 -1.98 2.46  -0.0454
C4 -2.50 -1.34 3.12  0.0478
C5 -3.48 -0.49 2.62  -0.0614
C6 -4.41 0.00 3.51  0.0016
C7 -4.39 -0.36 4.87  -0.0017
C8 -3.44 -1.23 5.37  0.0020
C9 -2.50 -1.71 4.47  -0.0026
N3 -1.43 -2.57 4.60  0.0072
C10 2.09 -0.51 2.93  0.0078
N4 1.12 0.08 2.28  0.0104
C11 1.61 1.36 1.99  0.0249
C12 0.97 2.44 1.39  -0.0083
C13 1.68 3.61 1.28  -0.0012
C14 3.01 3.72 1.74  -0.0001
C15 3.65 2.66 2.34  0.0001
C16 2.92 1.49 2.47  0.0045
N5 3.20 0.27 3.04  0.0000
H1 3.11 -2.04 3.92  -0.0002
H2 1.46 -1.80 4.47  -0.0004
H3 1.55 -2.75 1.80  0.0044
H4 0.57 -4.05 4.19  -0.0001
H5 0.12 -4.39 2.53  -0.0018
H6 -3.51 -0.19 1.59  0.0025
H7 -5.17 0.68 3.16  0.0001
H8 -5.14 0.05 5.53  -0.0001
H9 -3.43 -1.51 6.42  0.0000
H10 -1.16 -3.07 5.43  -0.0001
H11 -0.05 2.35 1.02  0.0086
H12 1.22 4.48 0.85  0.0001
H13 3.53 4.66 1.61  0.0000
H14 4.67 2.74 2.69  0.0000
H15 4.04 0.02 3.53  -0.0001
B1 -3.36 -1.41 -2.35  0.0385
N6 -3.30 -2.58 -1.31  0.0106
C17 -4.10 -3.64 -1.38  0.0229
C18 -3.98 -4.39 -0.22  0.0057
C19 -3.05 -3.69 0.53  0.0750
N7 -2.64 -2.59 -0.13  -0.0484
N8 -2.03 -0.60 -2.40  0.0329
C20 -1.67 0.16 -3.44  0.0163
C21 -0.55 0.89 -3.09  0.0026
C22 -0.30 0.51 -1.77  0.0821
N9 -1.20 -0.39 -1.36  -0.1536
H16 -4.28 -0.68 -2.06  -0.0014
H17 -3.52 -1.92 -3.44  0.0005
H18 -4.72 -3.79 -2.25  0.0013
H19 -4.49 -5.30 0.04  0.0013
H20 -2.65 -3.93 1.50  0.0010
H21 -2.23 0.13 -4.35  0.0003
H22 -0.03 1.63 -3.67  0.0020
H23 0.46 0.87 -1.10  -0.0122
S1 -1.14 7.26 0.20  0.0001
C23 -1.56 5.69 -0.18  0.0000
S2 -2.71 4.75 0.70  0.0003
C24 -2.38 3.31 -0.28  0.0017
N10 -1.50 3.57 -1.21  0.0019
N11 -1.08 4.89 -1.16  0.0000
C25 -0.07 5.23 -2.11  0.0001
C26 0.89 4.27 -2.41  -0.0007
C27 1.88 4.55 -3.34  0.0000
C28 1.91 5.78 -3.98  0.0000
C29 0.93 6.72 -3.69  0.0000
C30 -0.06 6.45 -2.76  0.0001
S3 -3.12 1.82 0.05  0.0030
H24 0.85 3.31 -1.91  0.0011
H25 2.63 3.80 -3.56  0.0000
H26 2.68 6.00 -4.70  0.0000
H27 0.94 7.68 -4.19  0.0000
H28 -0.82 7.18 -2.54  0.0000
C31 2.59 -2.36 -4.07  0.0015
C32 2.75 -3.26 -2.84  -0.0032
N12 2.36 -2.62 -1.59  0.0152
C33 3.38 -1.87 -0.86  0.0003
C34 3.46 -0.39 -1.22  0.0006
C35 1.08 -2.66 -1.15  0.0426
C36 0.10 -3.52 -1.89  0.0224
N13 0.65 -1.97 -0.13  -0.0706
H29 2.81 -2.93 -4.97  -0.0008
H30 3.26 -1.51 -4.03  0.0002
H31 1.57 -1.99 -4.14  0.0007
H32 3.80 -3.56 -2.74  -0.0010
H33 2.18 -4.17 -2.98  0.0012
H34 4.33 -2.35 -1.06  -0.0002
H35 3.20 -1.99 0.21  -0.0014
H36 3.74 -0.25 -2.26  0.0003
H37 4.21 0.10 -0.59  -0.0002
H38 2.51 0.12 -1.06  -0.0032
H39 0.42 -4.57 -1.88  0.0048
H40 0.00 -3.19 -2.92  0.0033
H41 -0.86 -3.45 -1.40  -0.0086
H42 1.34 -1.32 0.24  0.0201

Properties
Orbital gap (alpha / beta), hartree: 0.2269 / 0.2274
Spin multiplicity: 4
HOMO energy (alpha / beta), eV: -6.279 / -6.297

***

3.
Below is a cluster of 12 separate species, C36H42Cl12N6 in total in a non-equilibrium geometry, with properties calculated with ωB97M-V/def2-TZVPD.

Each line ends with the Mulliken spin population.
Cartesian coordinates (Å):
N1 3.29 3.04 0.70  -0.0020
C1 3.33 3.75 1.87  0.0067
C2 4.50 4.16 2.51  0.0017
C3 5.71 3.98 1.85  0.0008
C4 5.71 3.30 0.69  0.0006
C5 4.45 2.89 0.08  0.0063
H1 2.41 3.88 2.42  -0.0035
H2 4.56 4.59 3.50  0.0001
H3 6.66 4.26 2.28  0.0002
H4 6.59 3.05 0.12  0.0001
H5 4.47 2.30 -0.82  -0.0012
N2 5.07 -0.76 -0.57  0.0003
C6 4.25 -1.20 -1.52  -0.0023
C7 4.63 -2.19 -2.45  -0.0008
C8 5.91 -2.76 -2.27  0.0007
C9 6.69 -2.30 -1.14  0.0002
C10 6.24 -1.27 -0.37  -0.0001
H6 3.25 -0.79 -1.54  -0.0055
H7 3.89 -2.57 -3.13  0.0023
H8 6.24 -3.60 -2.86  0.0001
H9 7.68 -2.70 -0.94  0.0000
H10 6.77 -0.90 0.50  0.0000
N3 2.08 -4.97 1.14  -0.0001
C11 1.28 -6.08 0.99  0.0004
C12 0.27 -6.08 -0.01  0.0000
C13 0.19 -4.98 -0.90  -0.0006
C14 0.93 -3.80 -0.66  0.0080
C15 1.87 -3.88 0.39  0.0020
H11 1.49 -6.95 1.60  0.0001
H12 -0.37 -6.93 -0.18  0.0000
H13 -0.59 -5.02 -1.64  -0.0027
H14 0.88 -2.86 -1.20  -0.0031
H15 2.51 -3.06 0.68  -0.0065
N4 0.59 -0.47 -1.27  0.2616
C16 -0.74 -0.69 -1.41  0.1520
C17 -1.77 0.28 -1.30  -0.1439
C18 -1.38 1.47 -0.72  0.4568
C19 -0.07 1.70 -0.35  -0.1321
C20 0.93 0.76 -0.70  0.1244
H16 -0.95 -1.70 -1.73  0.0739
H17 -2.81 0.08 -1.54  0.0119
H18 -2.10 2.25 -0.54  0.0883
H19 0.09 2.68 0.08  -0.0124
H20 1.97 0.82 -0.43  0.0206
N5 1.74 -2.09 4.50  -0.0005
C21 3.00 -2.51 4.23  0.0006
C22 3.83 -1.96 3.23  0.0009
C23 3.38 -0.79 2.60  0.0052
C24 2.11 -0.29 2.96  -0.0188
C25 1.39 -0.91 3.92  0.0019
H21 3.31 -3.45 4.67  -0.0001
H22 4.81 -2.34 3.00  0.0000
H23 3.94 -0.36 1.78  -0.0009
H24 1.75 0.59 2.45  0.0117
H25 0.44 -0.53 4.29  0.0002
N6 -7.68 0.34 -1.43  -0.0001
C26 -8.61 -0.23 -0.59  0.0003
C27 -8.22 -0.77 0.66  0.0001
C28 -6.85 -0.84 0.93  0.0019
C29 -5.96 -0.30 0.04  -0.0119
C30 -6.36 0.25 -1.15  0.0053
H26 -9.65 -0.08 -0.85  0.0000
H27 -8.95 -1.09 1.39  0.0000
H28 -6.52 -1.24 1.88  0.0014
H29 -4.90 -0.36 0.26  0.0063
H30 -5.64 0.72 -1.80  -0.0012
C31 -3.11 2.27 -4.08  -0.0398
Cl1 -4.86 2.21 -3.79  0.0040
Cl2 -2.52 0.62 -4.47  0.0125
H31 -2.88 2.97 -4.89  -0.0119
H32 -2.56 2.63 -3.21  0.0555
C32 -4.44 5.03 0.39  0.0030
Cl3 -4.34 3.29 0.75  0.0026
Cl4 -5.87 5.83 1.19  0.0019
H33 -3.56 5.60 0.68  -0.0016
H34 -4.69 5.10 -0.67  0.0010
C33 -2.13 2.33 4.11  -0.0009
Cl5 -1.10 1.96 2.67  0.0242
Cl6 -3.62 1.31 4.19  0.0040
H35 -1.52 2.18 5.00  -0.0003
H36 -2.46 3.37 4.01  -0.0006
C34 -4.08 -3.01 -0.75  0.0145
Cl7 -4.36 -2.54 -2.48  0.0020
Cl8 -3.18 -4.61 -0.78  -0.0006
H37 -3.50 -2.26 -0.22  0.0116
H38 -4.99 -3.33 -0.23  -0.0013
C35 0.41 -2.10 -4.52  0.0114
Cl9 -0.83 -3.37 -4.25  0.0014
Cl10 0.58 -1.66 -6.24  0.0009
H39 0.02 -1.19 -4.07  -0.0154
H40 1.36 -2.41 -4.07  -0.0005
C36 0.40 5.51 -0.06  0.0015
Cl11 -0.33 5.16 -1.64  0.0122
Cl12 -0.65 5.00 1.28  0.0007
H41 1.37 5.04 0.05  0.0017
H42 0.48 6.60 -0.08  0.0007

Properties
Orbital gap (alpha / beta), hartree: 0.0930 / 0.2649
Charge: -1
Spin multiplicity: 2
HOMO energy (alpha / beta), eV: -0.448 / -5.139

***

4.
Below is a structure of composition C36H42Cl3ErF6N7O5S3Si in a non-equilibrium geometry, with properties calculated with ωB97M-V/def2-TZVPD.

Each line ends with the Mulliken spin population.
Cartesian coordinates (Å):
Er1 0.65 0.44 2.18  3.0282
N1 2.92 -0.97 3.54  -0.0018
C1 4.18 -0.24 3.40  0.0012
C2 4.53 -0.16 1.91  -0.0004
N2 3.48 0.56 1.17  -0.0037
C3 3.27 -0.06 -0.15  0.0041
C4 2.49 -1.37 -0.07  -0.0010
N3 1.05 -1.08 0.14  -0.0015
C5 3.89 1.96 1.01  -0.0025
C6 2.71 2.92 0.92  0.0035
N4 1.95 2.84 2.18  -0.0020
H1 2.67 -1.08 4.53  0.0004
H2 3.06 -1.93 3.21  0.0004
H3 5.02 -0.72 3.93  0.0000
H4 4.03 0.75 3.82  0.0000
H5 4.63 -1.17 1.53  0.0001
H6 5.50 0.33 1.79  -0.0002
H7 4.24 -0.24 -0.65  0.0001
H8 2.70 0.63 -0.78  -0.0010
H9 2.85 -1.98 0.76  -0.0007
H10 2.64 -1.93 -1.00  -0.0001
H11 0.56 -1.98 0.14  -0.0002
H12 0.78 -0.62 -0.77  0.0009
H13 4.52 2.07 0.12  0.0000
H14 4.48 2.24 1.88  -0.0001
H15 2.04 2.64 0.10  0.0001
H16 3.10 3.93 0.73  0.0001
H17 1.21 3.54 2.17  0.0001
H18 2.56 3.12 2.95  0.0002
F1 -1.76 -0.18 1.05  -0.0022
C7 -2.36 0.50 0.02  0.0019
F2 -3.65 0.58 0.30  0.0000
F3 -2.19 -0.25 -1.06  -0.0001
S1 -1.46 2.17 0.04  -0.0044
O1 -0.11 1.71 0.34  -0.0135
O2 -1.65 2.80 -1.21  0.0002
N5 -2.17 2.86 1.23  0.0002
S2 -1.55 3.04 2.65  0.0007
O3 -0.58 2.00 2.97  -0.0018
O4 -1.12 4.36 2.95  -0.0001
C8 -3.01 2.44 3.66  0.0001
F4 -3.16 1.20 3.19  -0.0001
F5 -4.13 3.10 3.51  0.0000
F6 -2.70 2.36 4.95  0.0000
C9 -4.61 -3.13 3.13  -0.0003
C10 -3.53 -3.20 2.27  0.0006
C11 -2.33 -2.61 2.62  -0.0004
C12 -2.18 -1.94 3.83  -0.0011
C13 -3.27 -1.89 4.69  -0.0016
C14 -4.48 -2.47 4.34  0.0001
Si1 -0.53 -1.04 4.26  0.0023
C15 0.57 -2.41 5.08  -0.0009
C16 0.60 -3.72 4.62  -0.0002
C17 1.46 -4.66 5.17  0.0003
C18 2.31 -4.30 6.20  -0.0006
C19 2.29 -3.01 6.68  0.0003
C20 1.43 -2.07 6.12  -0.0003
H19 -5.55 -3.59 2.86  0.0000
H20 -3.62 -3.72 1.32  0.0000
H21 -1.48 -2.68 1.94  -0.0007
H22 -3.18 -1.39 5.64  0.0001
H23 -5.32 -2.42 5.02  0.0000
H24 -0.98 -0.33 5.51  -0.0022
H25 -0.08 -4.02 3.83  0.0000
H26 1.46 -5.67 4.80  0.0000
H27 2.97 -5.04 6.64  -0.0001
H28 2.94 -2.73 7.50  0.0001
H29 1.41 -1.07 6.51  -0.0001
Cl1 -5.46 3.73 -1.50  0.0000
C21 -4.33 3.14 -2.65  -0.0002
C22 -4.05 1.78 -2.70  0.0000
C23 -3.13 1.31 -3.62  0.0003
C24 -2.49 2.17 -4.50  0.0004
C25 -1.54 1.63 -5.55  -0.0003
C26 -0.06 2.01 -5.25  0.0000
N6 0.54 1.13 -4.29  0.0000
C27 1.56 0.26 -4.55  0.0000
C28 1.79 -0.43 -3.40  0.0000
N7 0.93 0.01 -2.43  -0.0001
C29 0.20 0.94 -3.00  0.0001
O5 -1.74 0.25 -5.64  0.0000
C30 -1.34 -0.38 -6.85  0.0000
C31 -0.12 -1.24 -6.69  0.0000
C32 0.08 -2.13 -5.67  0.0000
Cl2 -0.93 -2.41 -4.33  0.0000
S3 1.58 -2.99 -5.83  0.0000
C33 1.94 -2.14 -7.27  0.0000
C34 0.97 -1.25 -7.60  0.0000
C35 -2.80 3.52 -4.43  -0.0004
Cl3 -2.08 4.64 -5.53  0.0000
C36 -3.71 4.02 -3.51  0.0001
H30 -4.56 1.10 -2.03  0.0000
H31 -2.91 0.25 -3.67  0.0000
H32 -1.80 2.12 -6.51  0.0000
H33 -0.04 3.05 -4.90  0.0001
H34 0.52 1.93 -6.17  0.0000
H35 2.03 0.21 -5.51  0.0000
H36 2.50 -1.21 -3.23  0.0000
H37 -0.56 1.51 -2.50  -0.0002
H38 -1.17 0.35 -7.64  0.0000
H39 -2.18 -1.02 -7.15  0.0000
H40 2.85 -2.35 -7.79  0.0000
H41 1.01 -0.62 -8.47  0.0000
H42 -3.93 5.07 -3.47  0.0000

Properties
Orbital gap (alpha / beta), hartree: 0.2935 / 0.2936
Charge: +1
Spin multiplicity: 4
HOMO energy (alpha / beta), eV: -10.133 / -10.086

***

5.
Below is a structure of composition C36H42ClN4OPPdSi2 in a non-equilibrium geometry, with properties calculated with ωB97M-V/def2-TZVPD.

Each line ends with the Mulliken charge.
Cartesian coordinates (Å):
Pd1 0.36 -0.09 -0.80  -1.3400
O1 2.83 -0.48 -2.15  -0.5536
N1 2.38 -0.51 -0.85  1.1662
C1 3.23 -0.99 -0.06  -1.5806
C2 3.10 -1.12 1.40  0.7818
C3 4.30 -1.50 2.02  -0.7094
C4 4.38 -1.68 3.39  -0.8370
C5 3.25 -1.48 4.17  -0.7186
C6 2.06 -1.12 3.56  -0.4752
C7 1.95 -0.93 2.19  -0.2626
P1 0.32 -0.40 1.52  2.5993
C8 0.17 1.35 2.00  0.6334
C9 -0.90 2.05 1.44  -0.0428
C10 -1.12 3.38 1.78  -0.6526
C11 -0.26 4.02 2.66  -0.8225
C12 0.82 3.34 3.20  -0.6445
C13 1.03 2.00 2.87  -0.6506
C14 -0.80 -1.23 2.71  0.6933
C15 -0.74 -2.62 2.82  -0.1172
C16 -1.57 -3.29 3.70  -0.8158
C17 -2.47 -2.58 4.49  -0.6556
C18 -2.53 -1.20 4.39  -0.5345
C19 -1.69 -0.52 3.51  -0.6922
H1 2.12 0.02 -2.61  0.4253
H2 4.18 -1.30 -0.49  0.3235
H3 5.18 -1.66 1.41  0.4360
H4 5.32 -1.97 3.84  0.4114
H5 3.29 -1.62 5.24  0.4397
H6 1.19 -0.98 4.19  0.5914
H7 -1.55 1.57 0.72  0.0102
H8 -1.95 3.91 1.33  0.4641
H9 -0.42 5.06 2.91  0.3479
H10 1.50 3.84 3.87  0.3970
H11 1.88 1.48 3.30  0.3627
H12 -0.04 -3.18 2.22  0.3044
H13 -1.52 -4.37 3.78  0.4324
H14 -3.13 -3.11 5.17  0.3748
H15 -3.23 -0.64 5.00  0.4221
H16 -1.75 0.56 3.44  0.4306
C20 -3.94 -0.55 0.51  -0.9107
Si1 -2.80 -1.06 -0.90  -0.0868
C21 -2.16 -2.76 -0.46  -0.6372
C22 -3.82 -1.36 -2.46  -1.1977
N2 -1.53 0.09 -1.20  0.7573
C23 -1.81 1.30 -1.88  0.4179
C24 -3.10 1.77 -2.13  -0.6852
C25 -3.32 2.91 -2.89  -1.2217
C26 -2.24 3.60 -3.41  -0.8084
C27 -0.95 3.16 -3.13  -0.3548
C28 -0.70 2.04 -2.33  0.4091
N3 0.56 1.63 -1.89  0.5792
Si2 1.79 2.84 -1.81  0.0891
C29 2.55 3.31 -3.48  -1.2589
C30 1.18 4.41 -0.97  -0.9661
C31 3.26 2.35 -0.74  -0.9520
H17 -4.83 -1.19 0.52  0.5170
H18 -4.28 0.49 0.47  0.3034
H19 -3.43 -0.69 1.47  0.0767
H20 -3.00 -3.28 0.03  0.4595
H21 -1.33 -2.75 0.24  -0.2576
H22 -1.88 -3.34 -1.33  0.3125
H23 -4.36 -2.30 -2.34  0.4002
H24 -3.15 -1.46 -3.32  0.2785
H25 -4.55 -0.58 -2.70  0.3760
H26 -3.96 1.25 -1.73  0.3157
H27 -4.33 3.25 -3.08  0.4033
H28 -2.38 4.48 -4.02  0.3965
H29 -0.12 3.72 -3.55  0.3699
H30 2.01 4.07 -4.04  0.3991
H31 2.62 2.42 -4.13  0.3165
H32 3.57 3.67 -3.32  0.3567
H33 0.23 4.78 -1.36  0.3796
H34 1.93 5.20 -1.06  0.4695
H35 1.04 4.20 0.10  0.1223
H36 3.93 1.60 -1.16  0.3038
H37 2.97 2.05 0.27  0.0424
H38 3.83 3.28 -0.65  0.5272
Cl1 -0.36 -4.14 -5.43  -0.2254
C32 0.23 -4.01 -3.81  -0.0839
C33 0.70 -5.12 -3.13  -0.2624
C34 1.16 -4.95 -1.83  -0.9667
C35 1.12 -3.68 -1.28  -0.1009
N4 0.67 -2.62 -1.93  0.6286
C36 0.24 -2.77 -3.18  -0.6022
H39 0.70 -6.09 -3.61  0.4502
H40 1.53 -5.79 -1.26  0.4239
H41 1.47 -3.51 -0.26  0.1895
H42 -0.14 -1.89 -3.68  0.5651

Properties
Orbital gap, hartree: 0.2119
Relative energy (zero: lowest compared OMol25 entry of this formula, charge and spin), eV: 0.255
HOMO energy, eV: -6.163

***

Calculated total energy, -6775.34109 -4272.41362 -7247.71483 -6635.29695 -3199.76403 hartree (same order as the records).